(1)
Formula: C7H17NO
Source: the OMol25 dataset
Level of theory: ωB97M-V/def2-TZVPD

The geometry in ORCA input format:
```
! RIJCOSX wB97M-V def2-TZVPD def2/J DEFGRID3
* xyz 0 1
O 0.06 1.90 2.51
N 1.12 -2.56 -1.15
C 0.59 -1.37 -1.71
C -0.94 -0.95 0.84
C -0.56 -0.03 -0.29
C -1.74 0.42 -1.12
C -0.44 2.19 1.22
C 0.58 0.78 -0.24
C 1.85 0.44 0.48
H 0.01 3.12 0.88
H 2.69 0.38 -0.22
H 0.70 1.45 -1.08
H -1.40 -1.86 0.44
H -0.10 -1.22 1.47
H -0.27 -1.57 -2.34
H -1.53 2.26 1.21
H -2.50 0.90 -0.50
H 1.35 -0.82 -2.26
H 1.95 -2.41 -0.59
H -0.37 1.10 2.83
H -1.70 -0.47 1.47
H 2.09 1.22 1.21
H -1.45 1.14 -1.89
H 0.45 -3.10 -0.62
H 1.80 -0.50 1.04
H -2.23 -0.44 -1.60
*
```

## Properties
HOMO (alpha / beta)	-6.04 / -5.93	eV
relative energy (zero: lowest compared OMol25 entry of this formula, charge and spin)	5.564	eV
HOMO-LUMO gap (alpha / beta)	6.76 / 6.66	eV

These are the Mulliken partial charges, in e, on atoms 1 to 2: -0.5007 -0.4814

***

(2)
Formula: C16H25N7O4PSSeSr
Source: the OMol25 dataset
Level of theory: ωB97M-V/def2-TZVPD

The geometry in ORCA input format:
```
! RIJCOSX wB97M-V def2-TZVPD def2/J DEFGRID3
* xyz -1 1
Sr -0.67 -0.59 0.22
Se 0.30 -3.16 0.25
S -3.06 1.09 -0.41
P 1.09 -0.55 -2.21
O 0.42 -4.78 0.34
O -0.16 -2.42 1.67
O 1.71 -2.41 -0.20
O -0.87 -2.62 -0.83
N -2.74 1.54 2.34
N 1.14 0.28 1.94
N 3.43 -0.20 -3.69
N -4.58 2.33 1.33
N -1.50 0.96 2.20
N 1.85 -1.87 -4.54
N 1.36 0.52 -4.82
C 0.58 0.62 -3.57
C 2.39 -0.15 1.81
C 3.16 -0.62 2.87
C 3.24 -1.52 -4.28
C 1.11 -2.06 -3.28
C 2.57 -0.64 4.12
C -5.83 1.80 3.41
C -3.39 1.68 1.19
C 1.25 -0.83 -5.37
C 2.78 0.79 -4.55
C 0.57 0.24 3.15
C -0.85 0.73 3.28
C -5.10 2.85 2.57
C -1.39 0.99 4.65
C 1.26 -0.20 4.27
C 2.90 -0.15 -2.32
H 0.66 1.65 -3.20
H -5.14 1.01 3.69
H 1.76 -0.84 -6.34
H 3.68 -2.27 -3.62
H -1.42 0.07 5.23
H -2.39 1.40 4.58
H -6.24 2.24 4.32
H -0.47 0.46 -3.80
H 2.80 -0.15 0.81
H 4.16 -0.97 2.70
H 0.20 -1.07 -5.52
H 3.08 0.84 -1.89
H -6.65 1.35 2.85
H -4.27 3.26 3.14
H 3.77 -1.54 -5.24
H -0.75 1.69 5.20
H 0.08 -2.35 -3.48
H 0.78 -0.23 5.23
H 1.56 -2.88 -2.71
H 2.87 1.77 -4.09
H 3.43 -0.88 -1.70
H 3.12 -1.01 4.98
H -5.77 3.68 2.33
H 3.30 0.80 -5.51
H -5.17 2.32 0.51
*
```

## Properties
HOMO	-5.11	eV
HOMO-LUMO gap	7.69	eV

These are the Mulliken partial charges, in e, on atoms 1 to 2: 1.3930 1.1007

***

(3)
Formula: C5H10NO
Source: the OMol25 dataset
Level of theory: ωB97M-V/def2-TZVPD

The geometry in ORCA input format:
```
! RIJCOSX wB97M-V def2-TZVPD def2/J DEFGRID3
* xyz 1 3
O 1.23 -0.37 1.65
N -0.47 0.32 0.07
C 0.94 -0.06 0.01
C -1.12 0.33 1.38
C -0.94 1.35 -0.90
C -1.46 -0.66 0.62
C 1.11 -1.36 -0.82
H 2.15 -0.15 1.98
H 0.85 -2.08 -0.01
H -2.06 -1.35 0.19
H 2.19 -1.41 -1.06
H -0.38 2.29 -0.75
H -0.51 1.13 -1.84
H -2.00 1.54 -0.87
H 0.38 -1.39 -1.62
H 1.52 0.89 -0.11
H -1.42 0.98 2.09
*
```

## Properties
HOMO (alpha / beta)	-11.41 / -15.38	eV
<S²>	2.01
relative energy (zero: lowest compared OMol25 entry of this formula, charge and spin)	5.338	eV
HOMO-LUMO gap (alpha / beta)	8.66 / 7.68	eV

These are the Mulliken partial charges, in e, on atoms 1 to 2: -0.5604 0.2254

***

(4)
Formula: C5H11N
Source: the OMol25 dataset
Level of theory: ωB97M-V/def2-TZVPD

The geometry in ORCA input format:
```
! RIJCOSX wB97M-V def2-TZVPD def2/J DEFGRID3
* xyz 0 1
N 2.18 1.27 -0.24
C -0.91 -0.24 0.04
C 0.20 -0.09 -0.70
C 1.64 -0.11 -0.15
C -2.29 -0.14 -0.65
C -0.88 -0.76 1.47
H -2.66 -1.14 -0.94
H 1.64 -0.38 0.86
H -1.28 0.04 2.16
H -3.05 0.37 -0.06
H -0.03 0.31 -1.68
H 2.20 -0.83 -0.83
H 1.77 1.81 0.53
H 0.14 -0.99 1.85
H -1.49 -1.78 1.45
H 3.22 1.30 -0.12
H -2.29 0.51 -1.57
*
```

## Properties
HOMO	-8.92	eV
relative energy (zero: lowest compared OMol25 entry of this formula, charge and spin)	1.224	eV
HOMO-LUMO gap	10.00	eV

These are the Mulliken partial charges, in e, on atoms 1 to 2: -0.6560 0.8713

***

(5)
Formula: C4H4Cl2O2
Source: the OMol25 dataset
Level of theory: ωB97M-V/def2-TZVPD

The geometry in ORCA input format:
```
! RIJCOSX wB97M-V def2-TZVPD def2/J DEFGRID3
* xyz 0 1
Cl 2.21 1.78 0.73
Cl 3.40 -2.18 3.29
O 2.43 -1.03 2.08
O 1.95 -2.29 0.28
C 1.36 0.39 0.30
C 0.77 -0.08 -0.89
C 2.06 -1.35 0.96
C -0.18 0.24 0.18
H -0.60 -0.69 0.71
H -0.58 1.14 0.04
H 0.92 -1.06 -1.23
H 0.83 0.62 -1.71
*
```

## Properties
HOMO (alpha / beta)	-9.63 / -9.63	eV
relative energy (zero: lowest compared OMol25 entry of this formula, charge and spin)	4.626	eV
HOMO-LUMO gap (alpha / beta)	7.27 / 7.27	eV

These are the Mulliken partial charges, in e, on atoms 1 to 2: -0.1493 -0.0471

***

(6)
Formula: C9H24AlF3N4O8PS2
Source: the OMol25 dataset
Level of theory: ωB97M-V/def2-TZVPD

The geometry in ORCA input format:
```
! RIJCOSX wB97M-V def2-TZVPD def2/J DEFGRID3
* xyz 1 1
S 4.09 -3.74 -1.47
S 3.83 -4.84 0.63
P -0.56 1.91 0.58
Al 2.75 -0.90 0.96
F 4.14 -4.28 2.13
F 3.37 -2.42 -2.13
F 3.88 1.64 0.84
O 0.34 0.74 0.59
O 3.30 -4.80 -2.03
O 2.55 -5.53 0.69
O 4.99 -5.62 0.34
O 0.61 -1.81 -0.89
O 5.45 -3.55 -1.85
O -1.59 -1.58 -0.93
O -0.76 -3.61 -1.03
N -1.45 2.09 1.96
N 3.69 -3.29 -0.03
N -1.65 1.87 -0.72
N 0.23 3.44 0.45
C 1.33 3.61 -0.54
C -2.87 -2.13 -0.65
C 0.26 -4.59 -1.30
C -0.48 -2.34 -0.98
C -1.07 1.46 -2.00
C -0.70 2.46 3.17
C -0.49 4.70 0.57
C -2.56 1.13 2.22
C -2.93 2.63 -0.74
H -0.74 0.42 -1.98
H -1.42 4.52 1.10
H -2.76 -2.60 0.33
H 0.86 3.82 -1.50
H -3.06 1.43 3.14
H -2.89 3.50 -1.39
H 0.01 -5.53 -0.81
H 1.85 4.49 -0.15
H -0.20 3.41 3.05
H -3.73 1.94 -0.96
H -0.76 5.19 -0.37
H 2.05 2.81 -0.66
H -3.04 3.04 0.27
H 0.12 5.42 1.12
H -3.35 1.19 1.48
H -0.29 2.13 -2.35
H -1.87 1.36 -2.74
H 1.17 -4.40 -0.74
H -3.61 -1.33 -0.62
H 0.11 1.74 3.35
H 0.42 -4.80 -2.35
H -3.15 -2.92 -1.34
H -2.13 0.12 2.25
H -1.31 2.38 4.07
*
```

## Properties
HOMO	-12.46	eV
relative energy (zero: lowest compared OMol25 entry of this formula, charge and spin)	0.919	eV
HOMO-LUMO gap	2.79	eV

These are the Mulliken partial charges, in e, on atoms 1 to 2: 1.0631 0.9414

***

(7)
Formula: C28H44Cl8O12
Source: the OMol25 dataset
Level of theory: ωB97M-V/def2-TZVPD

The geometry in ORCA input format:
```
! RIJCOSX wB97M-V def2-TZVPD def2/J DEFGRID3
* xyz 0 1
Cl -13.51 -3.05 15.65
Cl -9.47 -5.15 10.36
Cl -15.25 -4.80 14.27
Cl -11.20 -2.56 12.56
Cl -10.94 -7.22 19.40
Cl -12.15 -0.04 11.75
Cl -11.62 -6.95 9.95
Cl -13.20 -5.69 18.28
O -19.07 -1.69 19.16
O -17.94 -3.10 17.81
O -13.87 -7.62 14.95
O -10.27 -4.89 15.53
O -19.12 -6.87 13.63
O -10.64 -6.19 13.77
O -16.14 -3.21 9.86
O -14.01 -3.66 10.58
O -16.94 -8.93 12.64
O -19.05 -4.80 12.82
O -12.79 -9.22 16.13
O -16.52 -11.13 12.39
C -14.86 -8.56 17.05
C -11.65 -5.59 19.14
C -18.94 -7.46 14.93
C -17.26 -2.48 10.35
C -13.60 -4.57 14.72
C -17.98 -2.23 18.83
C -16.57 -3.40 17.43
C -15.40 -2.10 11.81
C -15.09 -3.08 10.71
C -10.52 -7.50 13.36
C -18.21 -6.40 15.74
C -14.69 -9.48 12.26
C -19.02 -5.52 13.76
C -15.78 -3.02 18.67
C -16.10 -9.96 12.41
C -16.69 -1.43 11.30
C -18.88 -5.16 15.22
C -9.64 -8.19 14.45
C -9.79 -7.30 15.64
C -16.55 -1.90 19.27
C -13.81 -8.41 15.96
C -14.17 -9.56 17.93
C -13.06 -10.20 17.09
C -11.12 -1.42 11.25
C -16.26 -7.70 12.77
C -11.24 -5.32 10.43
C -14.96 -7.98 12.02
C -10.21 -6.01 14.99
H -14.18 -7.34 12.41
H -15.58 -3.78 19.42
H -10.07 -1.13 11.17
H -18.38 -8.40 14.91
H -13.24 -5.34 15.40
H -14.13 -9.72 13.16
H -14.81 -10.38 18.26
H -16.22 -2.87 16.54
H -11.54 -7.89 13.31
H -14.79 -2.63 18.43
H -15.73 -8.97 16.53
H -16.48 -0.53 10.73
H -10.60 -7.71 16.24
H -19.97 -7.68 15.20
H -18.04 -3.00 10.90
H -15.54 -2.60 12.77
H -18.24 -4.30 15.43
H -16.51 -4.48 17.34
H -13.05 -4.44 13.79
H -16.45 -1.91 20.35
H -11.70 -4.55 9.81
H -13.41 -11.10 16.59
H -16.91 -6.97 12.27
H -15.11 -7.65 17.59
H -9.97 -9.20 14.67
H -14.54 -1.45 11.97
H -15.06 -7.74 10.96
H -11.77 -5.14 20.12
H -10.98 -4.99 18.52
H -16.18 -7.42 13.82
H -13.90 -9.11 18.89
H -8.58 -8.10 14.20
H -11.51 -5.17 11.48
H -17.73 -2.01 9.49
H -19.87 -4.90 15.61
H -14.13 -9.97 11.46
H -9.98 -7.57 12.42
H -17.42 -1.24 12.09
H -12.12 -10.45 17.59
H -11.47 -1.89 10.33
H -8.87 -7.15 16.21
H -17.14 -6.41 15.54
H -16.29 -0.92 18.86
H -18.42 -6.55 16.80
*
```

## Properties
HOMO	-9.87	eV
HOMO-LUMO gap	9.95	eV

These are the Mulliken partial charges, in e, on atoms 1 to 2: -0.2040 -0.1873

***

(8)
Formula: C4H6NO3
Source: the OMol25 dataset
Level of theory: ωB97M-V/def2-TZVPD

The geometry in ORCA input format:
```
! RIJCOSX wB97M-V def2-TZVPD def2/J DEFGRID3
* xyz -1 1
O 0.03 0.24 -2.83
O -1.44 -1.44 1.27
O 0.10 -0.95 2.86
N -0.28 0.04 -0.59
C -0.43 -0.84 1.73
C 1.29 1.75 -1.49
C 0.23 0.19 0.76
C 0.30 0.59 -1.68
H 1.40 2.14 -2.51
H -0.82 -0.80 -0.75
H -0.16 1.13 1.17
H 1.31 0.17 0.86
H 0.91 2.57 -0.89
H 2.28 1.44 -1.17
*
```

## Properties
HOMO	-4.62	eV
relative energy (zero: lowest compared OMol25 entry of this formula, charge and spin)	0.162	eV
HOMO-LUMO gap	8.29	eV

These are the Mulliken partial charges, in e, on atoms 1 to 2: -0.6883 -0.7414

***

(9)
Formula: C12H17BIrN6O
Source: the OMol25 dataset
Level of theory: ωB97M-V/def2-TZVPD

The geometry in ORCA input format:
```
! RIJCOSX wB97M-V def2-TZVPD def2/J DEFGRID3
* xyz 2 6
Ir -0.61 -0.48 -0.28
O 1.22 -0.32 1.87
N -1.36 -0.35 -2.12
N 0.52 1.78 -2.11
N 1.09 -0.99 -1.26
N 0.00 1.44 -0.87
N -0.73 0.11 -3.27
N 1.50 -0.47 -2.50
C -1.56 -0.02 -4.31
C -0.05 2.57 -0.13
C 2.69 -1.04 -2.80
C 0.78 3.10 -2.14
C -1.69 -2.07 0.58
C 0.41 3.63 -0.91
C -2.76 -0.55 -3.84
C 0.07 -0.09 1.52
C 2.05 -1.83 -0.81
C 3.03 -1.93 -1.80
C -2.61 -0.72 -2.47
C -0.98 0.58 2.35
B 0.70 0.68 -3.19
H -2.06 -0.96 -0.08
H 3.91 -2.54 -1.75
H -3.62 -0.80 -4.43
H -2.38 -2.74 0.02
H -1.17 0.27 -5.29
H -1.27 -0.06 3.20
H -1.87 0.82 1.76
H -0.32 2.53 0.92
H -0.72 -2.62 0.63
H 3.22 -0.65 -3.67
H 1.09 1.15 -4.23
H -2.12 -1.98 1.60
H 1.29 3.52 -3.00
H 0.54 4.64 -0.60
H -3.27 -1.14 -1.71
H -0.52 1.49 2.72
H 2.03 -2.18 0.22
*
```

## Properties
HOMO (alpha / beta)	-12.38 / -15.94	eV
<S²>	8.78
relative energy (zero: lowest compared OMol25 entry of this formula, charge and spin)	0.000	eV
HOMO-LUMO gap (alpha / beta)	6.01 / 4.73	eV

These are the Mulliken partial charges, in e, on atoms 1 to 2: 1.1071 -0.3658

***

(10)
Formula: C2H6ClN
Source: the OMol25 dataset
Level of theory: ωB97M-V/def2-TZVPD

The geometry in ORCA input format:
```
! RIJCOSX wB97M-V def2-TZVPD def2/J DEFGRID3
* xyz 0 1
Cl -1.71 1.44 1.30
N -1.04 -0.94 -0.66
C 0.12 2.49 3.10
C -0.17 2.06 1.90
H -0.11 -0.62 -0.93
H -1.55 -0.63 -1.48
H -0.73 2.58 3.87
H -1.00 -1.99 -0.49
H 0.51 2.12 1.13
H 1.05 2.90 3.41
*
```

## Properties
HOMO	-9.42	eV
relative energy (zero: lowest compared OMol25 entry of this formula, charge and spin)	1.394	eV
HOMO-LUMO gap	10.46	eV

These are the Mulliken partial charges, in e, on atoms 1 to 2: -0.1524 -0.6441

***

(11)
Formula: C16H16BrCaN3O3S2
Source: the OMol25 dataset
Level of theory: ωB97M-V/def2-TZVPD

The geometry in ORCA input format:
```
! RIJCOSX wB97M-V def2-TZVPD def2/J DEFGRID3
* xyz 0 1
Br 5.45 -4.10 -0.36
Ca 1.18 -0.24 -0.40
S -1.70 -2.81 1.25
S -3.54 -0.49 1.18
O -2.81 3.08 1.31
O 0.08 1.38 -1.21
O 3.06 0.36 -0.01
N -0.89 -0.37 0.71
N 1.72 -2.52 -1.02
N -1.18 1.04 0.73
C -0.61 1.78 -0.21
C -2.11 5.20 0.59
C 0.98 -3.62 -1.26
C -4.21 -2.06 1.77
C -1.91 -1.08 0.98
C -3.45 -3.19 1.08
C -1.20 6.01 -0.05
C 1.50 -4.90 -1.24
C -0.09 5.48 -0.71
C 3.03 -2.69 -0.75
C 4.07 1.22 -0.41
C -0.84 3.25 -0.08
C 0.06 4.10 -0.72
C -1.92 3.82 0.61
C 3.61 -3.95 -0.73
C 2.85 -5.07 -0.97
H 4.29 1.99 0.33
H -3.63 -4.15 1.56
H -2.42 2.17 1.38
H 0.89 3.65 -1.25
H 3.81 1.74 -1.34
H -1.35 7.09 -0.04
H -3.71 -3.26 0.03
H -2.96 5.61 1.12
H 5.03 0.71 -0.61
H 0.86 -5.75 -1.44
H -4.10 -2.13 2.85
H -5.27 -2.09 1.51
H 3.60 -1.79 -0.54
H 3.29 -6.06 -0.95
H 0.63 6.12 -1.20
H -0.07 -3.46 -1.48
*
```

## Properties
HOMO	-7.92	eV
relative energy (zero: lowest compared OMol25 entry of this formula, charge and spin)	0.250	eV
HOMO-LUMO gap	7.72	eV

These are the Mulliken partial charges, in e, on atoms 1 to 2: -0.1649 2.0329

***

(12)
Formula: C39H36AsN6O4PSSc
Source: the OMol25 dataset
Level of theory: ωB97M-V/def2-TZVPD

The geometry in ORCA input format:
```
! RIJCOSX wB97M-V def2-TZVPD def2/J DEFGRID3
* xyz 1 1
As 1.03 3.41 1.24
Sc -0.58 -2.35 -0.77
S 1.25 -3.21 0.80
P 0.44 0.04 0.09
O -4.51 -2.20 -1.02
O -2.42 -1.70 -0.35
O -5.72 -6.14 1.03
O -5.62 -4.00 1.63
N 2.10 -4.01 -1.71
N -1.78 -4.27 -0.34
N -2.80 -5.91 0.67
N 3.35 -4.60 0.07
N 1.01 -3.32 -2.13
N -1.12 -1.94 -2.95
C 0.22 0.02 1.89
C -2.52 -1.06 -4.66
C -1.04 3.67 3.20
C -2.69 5.37 1.77
C -1.63 -5.50 0.13
C -0.62 -2.40 -5.24
C -0.35 -2.52 -3.89
C -0.40 -0.23 4.61
C 2.44 7.37 0.84
C -2.19 -1.23 -3.33
C 4.69 0.47 -1.62
C -3.08 -3.89 -0.09
C 0.34 2.85 -0.53
C 3.62 -0.02 -2.37
C -2.25 4.08 3.74
C 4.48 0.84 -0.30
C 3.23 0.73 0.28
C -1.10 0.17 2.34
C 2.16 0.22 -0.46
C -3.73 -4.89 0.56
C -0.39 -6.31 0.10
C 0.91 -0.40 4.16
C -0.65 4.11 1.94
C -1.49 4.97 1.23
C 1.91 5.02 0.61
C 2.37 -0.15 -1.78
C -3.08 4.93 3.03
C 2.27 -3.97 -0.40
C 1.72 6.25 1.24
C -5.10 -4.94 1.13
C 3.55 6.05 -0.83
C 0.81 -3.27 -3.39
C 1.21 -0.29 2.81
C -3.46 -2.50 -0.52
C 2.85 4.93 -0.42
C -1.40 0.05 3.69
C 3.35 7.27 -0.21
C -0.46 1.54 -0.52
C -1.73 -1.66 -5.63
H 3.99 -5.02 -0.59
H 0.26 -5.94 -0.68
H -0.82 1.30 -1.52
H 2.23 -0.48 2.49
H -0.62 -7.36 -0.10
H 2.28 8.31 1.33
H -0.39 3.01 3.77
H -4.02 5.25 3.45
H 1.70 -0.64 4.87
H -2.54 3.74 4.73
H 0.01 -2.88 -5.97
H 1.49 -3.77 -4.08
H 4.27 5.97 -1.64
H 1.55 -0.54 -2.38
H -3.34 6.04 1.21
H -0.27 3.66 -0.93
H -2.42 0.18 4.02
H 3.90 8.15 -0.52
H -0.63 -0.32 5.66
H 1.21 2.75 -1.19
H -1.19 5.33 0.25
H 3.09 1.08 1.29
H 3.77 -0.31 -3.40
H -2.79 -0.81 -2.53
H -1.90 0.37 1.65
H 3.04 3.98 -0.91
H -1.36 1.65 0.10
H 5.30 1.24 0.28
H -3.39 -0.48 -4.93
H 3.56 -4.60 1.05
H 5.66 0.57 -2.07
H 1.02 6.34 2.06
H -5.34 -6.67 0.32
H 0.14 -6.24 1.05
H -2.92 -6.77 1.17
H -1.97 -1.55 -6.68
*
```

## Properties
HOMO	-10.17	eV
relative energy (zero: lowest compared OMol25 entry of this formula, charge and spin)	0.670	eV
HOMO-LUMO gap	6.57	eV

These are the Mulliken partial charges, in e, on atoms 1 to 2: 0.6603 -0.3463

***

(13)
Formula: C4H9O2S
Source: the OMol25 dataset
Level of theory: ωB97M-V/def2-TZVPD

The geometry in ORCA input format:
```
! RIJCOSX wB97M-V def2-TZVPD def2/J DEFGRID3
* xyz -1 1
S 0.67 2.31 -0.80
O -0.64 -1.57 -0.54
O 0.12 -0.93 1.48
C -0.88 1.69 -0.11
C 1.54 0.75 -1.13
C -0.47 -1.72 0.70
C -1.01 -3.02 1.31
H -0.21 -3.77 1.29
H 2.59 1.01 -1.25
H -1.31 -2.89 2.35
H -0.67 0.90 0.61
H -1.85 -3.39 0.72
H -1.49 1.24 -0.89
H 1.16 0.29 -2.04
H -1.40 2.56 0.30
H 1.41 0.10 -0.27
*
```

## Properties
HOMO	-4.31	eV
relative energy (zero: lowest compared OMol25 entry of this formula, charge and spin)	0.230	eV
HOMO-LUMO gap	7.78	eV

These are the Mulliken partial charges, in e, on atoms 1 to 2: -0.1942 -0.7105

***

| no. | DFT total energy (hartree) |
| --- | --- |
| 1 | -406.7259 |
| 2 | -4480.7241 |
| 3 | -325.9251 |
| 4 | -251.8176 |
| 5 | -1225.5041 |
| 6 | -2857.5277 |
| 7 | -5677.7596 |
| 8 | -436.5932 |
| 9 | -999.5540 |
| 10 | -594.7009 |
| 11 | -5057.3747 |
| 12 | -5873.3355 |
| 13 | -706.5395 |